210
Properties=species:S:1:pos:R:3:mulliken_charge:R:1 method="wB97M-V/def2-TZVPD" gap_ev=7.947 smiles=CC1(C)CCCC(C)(C)N1O.CC1(C)CCCC(C)(C)N1O.CC1(C)CCCC(C)(C)N1O.CC1(C)CCCC(C)(C)N1O.CC1(C)CCCC(C)(C)N1O.CC1(C)CCCC(C)(C)N1O.OCCO.OCCO.OCCO multiplicity=1 energy_ev=-97856.4690 e_above_lowest_ev=6.748
C -16.30777 7.97709 -30.54678 -1.889
C -15.46981 7.03056 -31.41715 1.465
C -16.00760 6.93981 -32.89843 -1.668
C -13.96534 7.60294 -31.39763 -1.198
C -12.91036 6.62029 -31.81674 -0.651
C -13.03705 5.35270 -31.07504 -1.329
C -14.40802 4.68379 -30.98594 1.735
C -14.62282 3.90696 -32.29444 -1.648
C -14.37862 3.72113 -29.72875 -1.960
N -15.47330 5.73084 -30.69500 0.055
O -16.70584 5.16047 -30.57189 -0.411
H -16.04539 7.97911 -29.48883 0.422
H -16.05176 9.00536 -30.80216 0.429
H -17.38140 7.97008 -30.73480 0.349
H -16.21235 7.88409 -33.40291 0.425
H -15.34766 6.41921 -33.59236 0.268
H -17.01419 6.52332 -32.86079 0.476
H -13.92683 8.51595 -31.99178 0.459
H -13.76449 7.94514 -30.38242 0.419
H -12.99471 6.37433 -32.87527 0.322
H -11.92955 7.09149 -31.75276 0.372
H -12.64525 5.42868 -30.06074 0.394
H -12.34673 4.60964 -31.47431 0.443
H -13.87549 3.11666 -32.36542 0.442
H -14.50487 4.48002 -33.21411 0.342
H -15.64066 3.54243 -32.43307 0.347
H -14.21436 4.23555 -28.78192 0.452
H -13.68219 2.88299 -29.75341 0.356
H -15.40927 3.40399 -29.56972 0.421
H -16.93514 5.09474 -31.50179 0.361
C -15.54577 -3.55985 -28.36628 -1.679
C -15.96383 -4.01209 -29.85057 1.391
C -17.31660 -4.75357 -29.74823 -1.671
C -16.19269 -2.68002 -30.69938 -1.414
C -16.38001 -2.89008 -32.23511 -0.597
C -15.01795 -3.51652 -32.56297 -1.206
C -14.70906 -4.94473 -31.93948 1.442
C -15.50090 -6.07056 -32.63286 -1.822
C -13.25999 -5.33196 -32.25373 -1.931
N -14.92655 -4.87176 -30.51801 0.447
O -14.64555 -5.91175 -29.70063 -0.481
H -14.47217 -3.37696 -28.41142 0.430
H -15.96896 -2.60579 -28.05199 0.366
H -15.83237 -4.21537 -27.54393 0.303
H -17.27743 -5.50579 -28.96038 0.419
H -18.11805 -4.01554 -29.71518 0.343
H -17.42523 -5.43216 -30.59429 0.338
H -17.07183 -2.14843 -30.33521 0.566
H -15.40012 -1.95954 -30.49725 0.379
H -17.24807 -3.52925 -32.39648 0.267
H -16.58354 -1.95038 -32.74858 0.376
H -14.14098 -2.94076 -32.26713 0.436
H -15.02916 -3.60558 -33.64927 0.405
H -15.11379 -6.23776 -33.63799 0.487
H -16.55261 -5.81640 -32.76477 0.368
H -15.37945 -6.96211 -32.01765 0.383
H -13.11487 -6.29671 -31.76763 0.457
H -12.64239 -4.55162 -31.80906 0.445
H -13.07125 -5.24806 -33.32398 0.409
H -13.78913 -5.65923 -29.34796 0.348
C -31.47165 -0.88209 -23.16566 -1.970
C -30.07915 -1.32113 -23.58265 1.719
C -29.30380 -1.81177 -22.37147 -1.724
C -30.28904 -2.47000 -24.55178 -1.360
C -28.96130 -2.82805 -25.37463 -0.746
C -28.63537 -1.61983 -26.23900 -1.097
C -28.33464 -0.39001 -25.34656 1.452
C -26.90209 -0.49611 -24.82913 -1.774
C -28.48113 0.84228 -26.35891 -1.930
N -29.38176 -0.18887 -24.28306 0.516
O -29.27145 0.98168 -23.52083 -0.483
H -31.92711 -0.25416 -23.93140 0.450
H -32.26488 -1.60406 -22.97165 0.332
H -31.38760 -0.24394 -22.28600 0.397
H -28.93725 -1.06694 -21.66510 0.335
H -29.84055 -2.55981 -21.78799 0.467
H -28.51737 -2.50840 -22.66186 0.319
H -30.55472 -3.35180 -23.96873 0.507
H -31.07546 -2.31835 -25.29114 0.373
H -28.15480 -3.06290 -24.67999 0.280
H -29.08543 -3.75980 -25.92646 0.391
H -29.51091 -1.53256 -26.88236 0.360
H -27.84352 -1.92116 -26.92476 0.459
H -26.02796 -0.28941 -25.44660 0.413
H -26.84112 -1.42560 -24.26305 0.321
H -26.94070 0.20283 -23.99362 0.425
H -29.47808 0.89718 -26.79615 0.400
H -27.70239 0.84139 -27.12158 0.402
H -28.32719 1.80653 -25.87454 0.438
H -29.94996 1.56656 -23.86599 0.332
C -23.99429 6.67103 -26.81123 -2.001
C -25.01056 7.27428 -25.81452 1.506
C -25.45220 6.10030 -24.84651 -1.643
C -24.32462 8.37064 -25.03263 -1.277
C -25.31640 9.35751 -24.30144 -0.638
C -26.10556 9.87903 -25.49457 -1.362
C -27.03171 8.84066 -26.22582 1.576
C -28.23440 8.44147 -25.42972 -1.730
C -27.47055 9.57527 -27.49288 -1.988
N -26.16789 7.71511 -26.66213 0.511
O -26.81912 6.66892 -27.31987 -0.490
H -23.02835 6.40947 -26.37918 0.394
H -24.29572 5.67828 -27.14543 0.428
H -23.80911 7.27401 -27.70017 0.394
H -24.73334 5.98985 -24.03464 0.410
H -26.37263 6.31856 -24.30496 0.299
H -25.56825 5.07885 -25.20882 0.362
H -23.68838 7.95347 -24.25208 0.446
H -23.69857 8.86582 -25.77490 0.416
H -25.91370 8.81121 -23.57145 0.351
H -24.78768 10.16987 -23.80282 0.361
H -25.50058 10.27585 -26.30983 0.493
H -26.75575 10.67446 -25.13039 0.448
H -27.90886 8.01989 -24.47872 0.337
H -28.83646 7.71778 -25.97917 0.365
H -28.84481 9.33040 -25.27063 0.423
H -27.73650 10.61003 -27.27694 0.385
H -28.31691 9.11335 -28.00121 0.405
H -26.65132 9.66652 -28.20607 0.444
H -26.57075 6.93065 -28.20948 0.376
C -16.91852 6.13608 -17.77486 -1.783
C -17.02241 5.35553 -19.12873 1.805
C -18.53045 5.13874 -19.41777 -2.280
C -16.49643 6.14824 -20.32926 -1.184
C -14.99895 6.21255 -20.39669 -0.786
C -14.41113 4.80986 -20.49048 -1.198
C -14.87206 3.80207 -19.40939 1.343
C -14.66878 2.42291 -19.99345 -1.914
C -13.88866 4.04811 -18.21542 -1.529
N -16.35085 4.04587 -19.07109 0.456
O -16.99445 3.13864 -18.26095 -0.474
H -15.94150 6.59841 -17.63415 0.277
H -17.66274 6.83105 -17.38597 0.415
H -16.89671 5.39939 -16.97179 0.407
H -19.02904 4.65986 -18.57504 0.470
H -19.09577 6.04463 -19.63660 0.413
H -18.59693 4.49961 -20.29822 0.514
H -17.03451 5.93567 -21.25305 0.467
H -16.77482 7.19715 -20.22740 0.373
H -14.79956 6.76478 -21.31505 0.358
H -14.59676 6.71532 -19.51716 0.331
H -13.32918 4.94208 -20.49347 0.420
H -14.53645 4.43648 -21.50683 0.435
H -14.96447 1.71247 -19.22148 0.418
H -13.62740 2.28154 -20.28266 0.390
H -15.26663 2.19864 -20.87684 0.412
H -12.81996 3.99356 -18.42279 0.379
H -14.05427 3.29574 -17.44431 0.359
H -14.13540 5.02806 -17.80686 0.366
H -17.65495 2.80006 -18.86980 0.340
C -24.76879 -1.94701 -18.24647 -1.920
C -23.28761 -1.57195 -17.94554 1.682
C -23.00645 -0.14436 -18.30428 -1.746
C -23.09125 -1.72120 -16.37341 -1.248
C -21.54382 -1.93705 -16.01789 -0.591
C -21.10318 -3.14503 -16.78972 -1.364
C -21.17134 -3.02588 -18.35716 1.457
C -20.04698 -2.09698 -18.88600 -1.572
C -20.93209 -4.45235 -18.91199 -1.875
N -22.56891 -2.60364 -18.73830 0.051
O -22.76534 -2.47624 -20.12738 -0.356
H -25.22918 -2.79414 -17.73802 0.360
H -25.40686 -1.12207 -17.92958 0.468
H -25.04215 -1.99276 -19.30064 0.388
H -23.65748 0.52359 -17.74027 0.458
H -21.97111 0.07979 -18.04752 0.346
H -23.04098 0.04938 -19.37636 0.369
H -23.40074 -0.79034 -15.89822 0.444
H -23.76197 -2.45117 -15.92023 0.378
H -20.89191 -1.16026 -16.41752 0.242
H -21.37177 -1.93998 -14.94156 0.398
H -21.72108 -3.97254 -16.44112 0.376
H -20.07031 -3.42440 -16.58179 0.564
H -20.30130 -1.06106 -19.11025 0.318
H -19.69474 -2.63944 -19.76336 0.471
H -19.19228 -2.03996 -18.21195 0.336
H -19.92071 -4.82041 -18.73954 0.438
H -20.99430 -4.43501 -20.00008 0.397
H -21.50813 -5.29731 -18.53475 0.375
H -22.10841 -1.82853 -20.39292 0.356
O -21.40692 -4.49574 -25.74515 -0.485
C -22.35055 -5.40251 -25.16743 -0.461
C -23.10466 -6.13377 -26.29436 -0.282
O -22.27020 -6.83692 -27.22314 -0.536
H -20.83883 -5.14656 -26.16383 0.299
H -21.85601 -6.10584 -24.49747 0.263
H -23.01620 -4.78271 -24.56671 0.301
H -23.53544 -5.42671 -27.00331 0.268
H -23.85141 -6.83023 -25.91305 0.322
H -22.87898 -7.25088 -27.83928 0.309
O -21.02279 -0.05788 -26.69365 -0.479
C -20.09888 1.03792 -26.41337 -0.335
C -20.22664 1.62332 -24.97187 -0.407
O -20.07974 0.66440 -23.99718 -0.453
H -20.81455 -0.83156 -26.16483 0.285
H -19.05153 0.75678 -26.52344 0.238
H -20.34421 1.89011 -27.04715 0.311
H -21.22460 1.94692 -24.67612 0.256
H -19.69455 2.54616 -24.74093 0.347
H -20.54679 -0.10874 -24.32232 0.237
O -20.90365 0.09143 -33.54254 -0.527
C -22.02982 -0.69448 -33.36063 -0.449
C -22.39035 -0.90177 -31.86713 -0.266
O -22.62258 0.32875 -31.25572 -0.517
H -20.91405 0.94541 -33.10413 0.319
H -22.85615 -0.23400 -33.90216 0.282
H -21.92654 -1.67264 -33.83036 0.317
H -21.49639 -1.27606 -31.36828 0.205
H -23.22170 -1.58955 -31.71238 0.343
H -22.77739 0.10905 -30.33411 0.294